(1)
Molecular formula: C7H8ClN2S
Method: DFT, wB97M-V/def2-TZVPD

Positions of all 19 atoms, in Å:
C  -2.537  -0.214  -0.376
C  -1.078  -0.632  -0.271
C  -0.684  -1.785  0.320
S  1.080  -1.960  0.574
C  1.556  -0.575  -0.582
C  2.602  0.284  -0.136
Cl  4.190  0.254  -0.685
N  2.287  1.244  0.675
C  1.119  1.465  1.187
N  -0.009  1.147  0.522
C  0.017  0.330  -0.635
H  -2.850  0.343  0.526
H  -3.156  -1.132  -0.450
H  -2.602  0.512  -1.231
H  -1.314  -2.427  0.840
H  1.492  -1.076  -1.564
H  0.892  1.812  2.181
H  -0.866  1.609  0.790
H  -0.139  0.800  -1.685

Its molar mass is 187.675 g mol⁻¹. The total charge is +1. The value obtained for the orbital gap is 6.680 eV. The total energy comes out at -1239.0961 hartree. The value obtained for the max |F| is 5.99 eV Å⁻¹. The lowest unoccupied orbital energy comes out at -5.69 eV.

Need the Löwdin charges? In units of e they are:
1 C -0.031
2 C -0.351
3 C -0.302
4 S 0.961
5 C -0.401
6 C -0.753
7 Cl 0.877
8 N 0.110
9 C -0.045
10 N 0.112
11 C -0.184
12 H 0.087
13 H 0.105
14 H 0.100
15 H 0.069
16 H 0.125
17 H 0.163
18 H 0.169
19 H 0.190

***

(2)
Molecular formula: C7H8ClN4O3
Method: DFT, wB97M-V/def2-TZVPD

Positions of all 23 atoms, in Å:
C  1.491  0.327  -1.500
N  0.037  0.217  -1.504
C  -0.774  -0.131  -0.573
N  -0.554  -0.656  0.641
C  0.532  -1.260  1.391
C  -1.811  -0.938  1.155
O  -2.169  -1.410  2.189
N  -2.759  -0.357  0.150
C  -3.447  0.745  0.471
Cl  -3.328  1.761  1.847
C  -4.745  0.836  -0.281
O  -5.635  1.631  -0.215
N  -4.645  -0.226  -1.134
C  -3.512  -0.965  -1.063
O  -2.984  -1.804  -1.698
H  1.770  0.886  -0.558
H  1.744  0.701  -2.554
H  2.127  -0.618  -1.566
H  -0.458  0.827  -2.147
H  1.230  -1.749  0.716
H  1.108  -0.467  1.902
H  0.066  -2.037  2.058
H  -5.339  -0.548  -1.901

Its molar mass is 231.619 g mol⁻¹. The total charge is +1. The value obtained for the orbital gap (alpha / beta) is 6.939 / 6.901 eV. The total energy comes out at -1176.1235 hartree. The value obtained for the max |F| is 4.91 eV Å⁻¹. The lowest unoccupied orbital energy (alpha / beta) comes out at -5.55 / -5.56 eV.

Need the Löwdin charges? In units of e they are:
1 C -0.053
2 N 0.006
3 C -0.066
4 N -0.010
5 C 0.021
6 C -0.395
7 O 0.208
8 N 0.086
9 C -0.517
10 Cl 0.863
11 C -0.446
12 O 0.178
13 N 0.204
14 C -0.365
15 O 0.216
16 H 0.111
17 H 0.119
18 H 0.107
19 H 0.152
20 H 0.095
21 H 0.114
22 H 0.123
23 H 0.248

***

(3)
Molecular formula: C7H8F2
Method: DFT, wB97M-V/def2-TZVPD

Positions of all 17 atoms, in Å:
C  1.010  -2.446  0.295
C  -0.074  -1.881  -0.245
C  -1.158  -1.193  0.483
C  -1.758  -0.108  0.070
F  -2.582  0.621  0.832
F  -1.897  0.278  -1.269
H  1.872  -2.818  -0.210
H  1.016  -2.700  1.414
H  -0.196  -1.891  -1.422
H  -1.327  -1.353  1.546
C  0.168  1.586  -1.339
C  0.437  1.882  -0.108
C  1.242  2.226  0.822
H  0.985  1.574  -1.929
H  -0.744  1.341  -1.784
H  1.883  1.646  1.556
H  1.122  3.237  1.288

Its molar mass is 130.137 g mol⁻¹. The value obtained for the orbital gap is 9.890 eV. The total energy comes out at -471.0688 hartree. The value obtained for the max |F| is 4.89 eV Å⁻¹. The lowest unoccupied orbital energy comes out at 0.74 eV.

Need the Löwdin charges? In units of e they are:
1 C -0.007
2 C -0.183
3 C -0.046
4 C -0.333
5 F 0.116
6 F 0.013
7 H 0.038
8 H 0.086
9 H 0.148
10 H 0.133
11 C 0.018
12 C -0.186
13 C -0.021
14 H 0.042
15 H 0.032
16 H 0.081
17 H 0.070

***

(4)
Molecular formula: C7H8F3NO
Method: DFT, wB97M-V/def2-TZVPD

Positions of all 20 atoms, in Å:
C  -1.595  1.763  -1.539
C  -0.662  0.809  -0.943
C  -0.823  -0.219  -0.084
C  -2.062  -0.613  0.716
F  -3.111  -0.938  -0.025
F  -1.697  -1.766  1.456
F  -2.411  0.345  1.584
N  0.373  -0.890  0.111
C  1.482  -0.184  0.679
C  2.521  -1.036  1.327
C  1.293  -0.278  -0.782
O  0.599  0.781  -1.428
H  -1.397  2.710  -1.221
H  -2.624  1.510  -1.236
H  -1.524  1.818  -2.655
H  1.340  0.712  1.241
H  2.510  -2.080  1.012
H  2.415  -1.021  2.323
H  3.473  -0.615  1.068
H  1.900  -0.809  -1.604

Its molar mass is 179.141 g mol⁻¹. The value obtained for the orbital gap is 9.251 eV. The total energy comes out at -701.0572 hartree. The value obtained for the max |F| is 3.89 eV Å⁻¹. The lowest unoccupied orbital energy comes out at 0.93 eV.

Need the Löwdin charges? In units of e they are:
1 C 0.019
2 C -0.259
3 C -0.093
4 C -0.507
5 F 0.160
6 F 0.072
7 F 0.146
8 N 0.054
9 C -0.237
10 C -0.031
11 C -0.192
12 O 0.042
13 H 0.054
14 H 0.101
15 H 0.117
16 H 0.156
17 H 0.097
18 H 0.032
19 H 0.080
20 H 0.190

***

(5)
Molecular formula: C7H8INO2
Method: DFT, wB97M-V/def2-TZVPD

Positions of all 19 atoms, in Å:
C  -1.841  0.630  -1.026
C  -0.775  -0.119  -1.396
C  -1.726  1.668  0.062
C  1.416  0.238  1.569
C  0.658  -0.026  -0.952
C  0.753  -0.694  0.534
C  1.461  -1.970  0.283
N  -0.673  1.849  0.720
O  1.392  1.307  1.999
O  -0.233  2.333  1.805
I  -3.800  2.492  0.495
H  -2.791  0.387  -1.516
H  -0.949  -0.951  -2.123
H  1.489  -0.510  -1.548
H  0.850  1.056  -0.682
H  -0.211  -0.814  0.999
H  0.775  -2.786  -0.135
H  1.834  -2.376  1.221
H  2.371  -1.715  -0.313

Its molar mass is 265.050 g mol⁻¹. The value obtained for the orbital gap (alpha / beta) is 8.026 / 6.171 eV. The total energy comes out at -774.2112 hartree. The value obtained for the max |F| is 3.16 eV Å⁻¹. The lowest unoccupied orbital energy (alpha / beta) comes out at -0.48 / -1.25 eV.

Need the Löwdin charges? In units of e they are:
1 C -0.159
2 C -0.117
3 C -0.612
4 C 0.009
5 C -0.133
6 C -0.322
7 C -0.104
8 N -0.127
9 O 0.144
10 O -0.038
11 I 0.599
12 H 0.079
13 H 0.116
14 H 0.121
15 H 0.116
16 H 0.138
17 H 0.125
18 H 0.074
19 H 0.093

***

(6)
Molecular formula: C7H8IO3
Method: DFT, wB97M-V/def2-TZVPD

Positions of all 19 atoms, in Å:
C  -0.091  -3.034  -0.564
C  0.972  3.423  -0.331
C  0.250  -2.131  0.397
C  0.265  2.324  -0.646
C  -0.031  -1.427  -3.523
C  -0.097  -0.691  0.200
C  0.950  -0.109  -0.707
O  0.796  -2.195  -3.646
O  -1.037  -0.822  -3.503
O  1.053  -0.496  -1.887
I  2.894  -0.052  0.467
H  0.242  -4.038  -0.306
H  -0.745  -2.702  -1.357
H  0.508  4.419  -0.339
H  1.831  3.342  0.308
H  0.641  -2.330  1.347
H  -0.679  2.457  -1.292
H  -0.030  -0.161  1.183
H  -1.108  -0.832  -0.265

Its molar mass is 267.042 g mol⁻¹. The total charge is -1. The value obtained for the orbital gap (alpha / beta) is 6.309 / 6.313 eV. The total energy comes out at -794.8640 hartree. The value obtained for the max |F| is 3.43 eV Å⁻¹. The lowest unoccupied orbital energy (alpha / beta) comes out at 2.98 / 2.98 eV.

Need the Löwdin charges? In units of e they are:
1 C 0.021
2 C -0.220
3 C -0.238
4 C -0.127
5 C -0.525
6 C -0.297
7 C -0.763
8 O 0.194
9 O 0.153
10 O -0.145
11 I 0.560
12 H 0.050
13 H 0.052
14 H 0.005
15 H -0.020
16 H 0.060
17 H 0.012
18 H 0.097
19 H 0.129

***

(7)
Molecular formula: C7H8N
Method: DFT, wB97M-V/def2-TZVPD

Positions of all 16 atoms, in Å:
C  0.217  -1.299  0.573
C  1.563  -0.767  0.323
C  -1.090  -1.306  0.268
C  -1.614  -0.313  -0.469
C  4.250  -0.212  -0.948
C  3.691  0.622  -0.177
C  -2.999  -0.042  -0.832
N  1.287  -1.774  1.221
H  -1.687  -2.146  0.697
H  -0.917  0.176  -1.002
H  5.213  0.137  -1.342
H  4.108  -1.265  -1.279
H  3.673  1.629  0.299
H  -3.662  -0.741  -0.244
H  -3.367  -0.065  -1.841
H  -3.286  0.959  -0.524

Its molar mass is 106.148 g mol⁻¹. The total charge is +1. The value obtained for the orbital gap (alpha / beta) is 7.921 / 7.920 eV. The total energy comes out at -325.7364 hartree. The value obtained for the max |F| is 6.33 eV Å⁻¹. The lowest unoccupied orbital energy (alpha / beta) comes out at -5.98 / -5.98 eV.

Need the Löwdin charges? In units of e they are:
1 C -0.246
2 C 0.124
3 C -0.061
4 C -0.053
5 C -0.013
6 C 0.206
7 C -0.043
8 N 0.185
9 H 0.152
10 H 0.087
11 H 0.117
12 H 0.122
13 H 0.117
14 H 0.112
15 H 0.094
16 H 0.100

***

(8)
Molecular formula: C7H8N2
Method: DFT, wB97M-V/def2-TZVPD

Positions of all 17 atoms, in Å:
C  1.069  -1.216  1.343
C  0.342  -1.248  0.225
C  -0.657  -0.203  -0.116
C  -0.411  0.492  -1.456
C  -0.054  1.902  -1.060
N  -0.115  2.218  0.153
C  -0.539  1.120  0.973
N  0.302  0.955  2.098
C  0.987  -0.094  2.262
H  1.770  -2.002  1.576
H  0.448  -2.065  -0.482
H  -1.663  -0.617  -0.047
H  -1.306  0.508  -2.084
H  0.399  0.037  -2.032
H  0.231  2.639  -1.796
H  -1.540  1.347  1.354
H  1.587  -0.139  3.166

Its molar mass is 120.155 g mol⁻¹. The value obtained for the orbital gap is 9.502 eV. The total energy comes out at -380.9928 hartree. The value obtained for the max |F| is 2.96 eV Å⁻¹. The lowest unoccupied orbital energy comes out at 0.47 eV.

Need the Löwdin charges? In units of e they are:
1 C -0.067
2 C -0.069
3 C -0.197
4 C -0.134
5 C -0.148
6 N 0.089
7 C -0.308
8 N 0.081
9 C -0.156
10 H 0.096
11 H 0.110
12 H 0.131
13 H 0.113
14 H 0.111
15 H 0.107
16 H 0.139
17 H 0.104

***

(9)
Molecular formula: C7H8N2
Method: DFT, wB97M-V/def2-TZVPD

Positions of all 17 atoms, in Å:
H  1.967  -1.135  -2.222
N  1.375  -1.490  -1.466
C  1.003  -0.722  -0.521
C  0.110  -1.040  0.561
C  -0.766  -1.788  1.357
C  -1.592  -0.878  1.995
N  -1.362  0.396  1.465
C  -0.257  0.296  0.784
C  1.051  0.859  -0.397
C  0.538  1.559  -1.612
H  -0.674  -2.821  1.405
H  -2.408  -1.034  2.664
H  -1.941  1.289  1.561
H  1.878  1.241  0.050
H  -0.393  2.054  -1.254
H  0.320  0.760  -2.378
H  1.151  2.455  -1.991

Its molar mass is 120.155 g mol⁻¹. The value obtained for the orbital gap is 8.793 eV. The total energy comes out at -380.9072 hartree. The value obtained for the max |F| is 6.22 eV Å⁻¹. The lowest unoccupied orbital energy comes out at 0.73 eV.

Need the Löwdin charges? In units of e they are:
1 H 0.046
2 N 0.117
3 C -0.351
4 C -0.154
5 C -0.023
6 C -0.095
7 N 0.053
8 C -0.113
9 C -0.094
10 C -0.100
11 H 0.082
12 H 0.097
13 H 0.197
14 H 0.074
15 H 0.075
16 H 0.093
17 H 0.097

***

(10)
Molecular formula: C7H8N2
Method: DFT, wB97M-V/def2-TZVPD

Positions of all 17 atoms, in Å:
C  -0.094  0.147  -0.346
C  -1.261  0.904  -0.098
C  -0.473  -1.097  -0.225
C  3.006  -0.432  0.339
C  -3.631  0.403  0.439
C  2.337  0.724  0.308
C  1.114  0.863  -0.655
N  -0.831  -2.207  0.062
N  -2.364  0.556  0.250
H  3.896  -0.524  1.055
H  2.801  -1.313  -0.305
H  -3.854  0.450  1.464
H  -4.267  0.381  -0.407
H  2.624  1.570  0.866
H  1.452  0.550  -1.624
H  0.969  1.944  -0.812
H  -1.424  -2.918  -0.313

Its molar mass is 120.155 g mol⁻¹. The value obtained for the orbital gap is 8.491 eV. The total energy comes out at -380.8571 hartree. The value obtained for the max |F| is 3.55 eV Å⁻¹. The lowest unoccupied orbital energy comes out at 0.84 eV.

Need the Löwdin charges? In units of e they are:
1 C -0.284
2 C -0.017
3 C -0.117
4 C -0.020
5 C -0.011
6 C -0.143
7 C -0.190
8 N 0.221
9 N -0.049
10 H 0.073
11 H 0.068
12 H 0.046
13 H 0.052
14 H 0.073
15 H 0.103
16 H 0.116
17 H 0.080

***

(11)
Molecular formula: C7H8N2NiO3S
Method: DFT, wB97M-V/def2-TZVPD

Positions of all 22 atoms, in Å:
O  -1.762  0.052  -2.835
C  -1.151  0.044  -1.856
Ni  -0.166  0.344  -0.354
C  -1.632  1.097  0.433
C  1.298  0.614  -1.395
O  -2.038  1.775  1.293
O  2.393  1.067  -1.471
S  1.037  0.437  1.566
C  1.334  -1.066  2.453
N  2.410  -1.842  2.132
C  2.689  -3.133  2.788
C  1.434  -3.787  3.296
C  0.565  -2.825  4.065
N  0.519  -1.481  3.447
H  3.093  -1.444  1.455
H  3.239  -2.870  3.691
H  3.336  -3.730  2.127
H  1.675  -4.670  3.881
H  0.895  -4.281  2.505
H  1.064  -2.698  5.027
H  -0.466  -3.160  4.237
H  -0.296  -0.839  3.629

Its molar mass is 258.912 g mol⁻¹. The total charge is +2. The value obtained for the orbital gap (alpha / beta) is 8.597 / 6.040 eV. As for the expectation value of S²: 2.02. The total energy comes out at -2512.5677 hartree. The value obtained for the max |F| is 9.85 eV Å⁻¹. The lowest unoccupied orbital energy (alpha / beta) comes out at -8.80 / -11.81 eV. The spin multiplicity is 3.

Need the Löwdin charges? In units of e they are:
1 O 0.243
2 C -0.042
3 Ni 0.024
4 C -0.017
5 C -0.005
6 O 0.201
7 O 0.185
8 S 1.039
9 C -0.572
10 N 0.053
11 C -0.118
12 C -0.155
13 C -0.111
14 N 0.063
15 H 0.174
16 H 0.142
17 H 0.155
18 H 0.143
19 H 0.122
20 H 0.142
21 H 0.151
22 H 0.182

***

(12)
Molecular formula: C7H8N2O
Method: DFT, wB97M-V/def2-TZVPD

Positions of all 18 atoms, in Å:
C  -2.216  1.199  0.721
C  -2.182  -0.210  0.010
O  -3.264  -0.555  -0.340
N  -1.040  -0.778  -0.316
C  0.263  -0.308  -0.207
C  0.690  0.910  -0.430
C  1.990  1.264  -0.291
C  2.940  0.314  0.075
C  2.469  -0.947  0.363
N  1.194  -1.287  0.247
H  -2.937  1.214  1.259
H  -1.469  1.277  1.262
H  -2.390  2.059  0.063
H  -1.418  -1.878  -0.159
H  0.001  1.950  -0.747
H  2.371  2.166  -0.592
H  3.940  0.530  0.108
H  3.213  -1.753  0.559

Its molar mass is 136.154 g mol⁻¹. The value obtained for the orbital gap is 9.741 eV. The total energy comes out at -456.1686 hartree. The value obtained for the max |F| is 11.30 eV Å⁻¹. The lowest unoccupied orbital energy comes out at 0.52 eV.

Need the Löwdin charges? In units of e they are:
1 C 0.045
2 C -0.539
3 O 0.082
4 N 0.132
5 C -0.299
6 C -0.067
7 C -0.073
8 C -0.060
9 C -0.162
10 N 0.122
11 H -0.022
12 H -0.011
13 H 0.115
14 H 0.262
15 H 0.199
16 H 0.082
17 H 0.074
18 H 0.120